Entry 1:
{
  "formula": "CH3ClF2Si",
  "method": "ωB97M-V/def2-TZVPD",
  "symbols": ["F", "C", "F", "Si", "Cl", "H", "H", "H"],
  "positions_angstrom": [[2.744, 0.218, -1.498], [2.324, 0.296, -0.221], [2.763, 1.589, 0.078], [0.131, 0.021, 0.029], [3.233, -0.919, 0.810], [0.203, -1.333, -0.541], [-0.400, 1.236, -0.798], [0.238, 0.053, 1.500]],
  "charge": 0,
  "relative_energy_kcal_mol": 10.2,
  "smiles": "FC(F)([SiH3])Cl",
  "total_energy_ev": -26919.0194,
  "orbital_gap_ev": 10.3
}

Entry 2:
{
  "formula": "CH3ClFN",
  "method": "ωB97M-V/def2-TZVPD",
  "symbols": ["C", "N", "F", "Cl", "H", "H", "H"],
  "positions_angstrom": [[-1.433, 0.243, 0.198], [1.554, -0.725, -0.021], [1.522, -0.826, -1.401], [2.508, 0.598, 0.449], [-2.131, 0.780, 0.752], [-1.476, -0.795, 0.088], [-0.545, 0.726, -0.065]],
  "charge": 0,
  "relative_energy_kcal_mol": 151.5,
  "total_energy_ev": -17807.5257,
  "orbital_gap_ev": 4.6
}

Entry 3:
{
  "formula": "CH3ClN2",
  "method": "ωB97M-V/def2-TZVPD",
  "symbols": ["C", "N", "N", "Cl", "H", "H", "H"],
  "positions_angstrom": [[0.425, 0.409, 0.164], [0.383, -1.033, 0.106], [-0.827, 0.206, -0.522], [-2.378, 0.043, 0.153], [0.408, 0.684, 1.173], [1.175, 0.945, -0.386], [0.814, -1.254, -0.687]],
  "charge": 0,
  "relative_energy_kcal_mol": 115.3,
  "total_energy_ev": -16583.9530,
  "orbital_gap_ev": 10.2
}